Arrangement a

A 2-piece molecular cluster, C3H11N overall. Source: OMol25; level of theory: ωB97M-V with the def2-TZVPD basis set.

Computed properties:
Structure (SMILES): CNC.C
Highest occupied orbital energy, Eh: -0.3313
Kohn-Sham gap, Ha: 0.3729
Total charge: 0

Each line ends with the natural charge from an NBO analysis.
Atoms and positions in Å:
1 C -0.40884 0.15350 1.89843  -0.42
2 N -0.91492 -0.64455 0.76757  -0.61
3 C -1.43496 0.23155 -0.28189  -0.43
4 H -1.13366 0.87296 2.29071  0.16
5 H -0.13332 -0.52487 2.70552  0.20
6 H 0.48706 0.65391 1.53673  0.19
7 H -1.69474 -1.19917 1.09863  0.35
8 H -2.36850 0.75056 -0.02625  0.17
9 H -1.52291 -0.35924 -1.19128  0.20
10 H -0.76637 1.06916 -0.49634  0.19
11 C 1.97536 -0.21960 -1.70248  -0.85
12 H 2.58604 -0.96106 -2.20277  0.21
13 H 2.14333 -0.19830 -0.61768  0.21
14 H 0.91518 -0.41766 -1.80015  0.22
15 H 2.27124 0.79283 -1.97876  0.21

=====

Arrangement b

A 2-piece molecular cluster, C3H11N overall. Source: OMol25; level of theory: ωB97M-V with the def2-TZVPD basis set.

Computed properties:
Structure (SMILES): CC.CN
Highest occupied orbital energy, Eh: -0.3347
Kohn-Sham gap, Ha: 0.3797
Total charge: 0

Each line ends with the natural charge from an NBO analysis.
Atoms and positions in Å:
1 C 2.22467 -2.72272 3.37071  -0.61
2 C 3.53953 -3.52560 2.99305  -0.61
3 H 2.24883 -2.68050 4.37158  0.20
4 H 1.33772 -3.33985 3.38060  0.20
5 H 2.06166 -1.85201 2.78003  0.20
6 H 3.63409 -4.27838 3.72539  0.20
7 H 3.53097 -3.74980 1.88209  0.21
8 H 4.31934 -2.87476 3.29489  0.20
9 C -3.43838 3.01701 -3.84969  -0.41
10 N -2.86693 4.21452 -3.24701  -0.87
11 H -4.44444 3.15126 -4.10665  0.19
12 H -2.94636 2.13982 -3.52705  0.21
13 H -2.98673 2.94677 -5.02959  0.16
14 H -2.99242 5.13498 -3.78820  0.36
15 H -3.22154 4.41926 -2.25014  0.36

=====

Referenced to the most stable arrangement, the calculated values in hartree are arrangement a 0.0000; arrangement b 0.0527.

=====

Arrangement a

One molecule with the formula C4H4S. Source: OMol25; level of theory: ωB97M-V with the def2-TZVPD basis set.

Computed properties:
Structure (SMILES): C#C[C@H]1CS1
Highest occupied orbital energy, Eh: -0.3301
Kohn-Sham gap, Ha: 0.3600
Total charge: 0

Each line ends with the natural charge from an NBO analysis.
Atoms and positions in Å:
1 C -0.53962 2.13078 1.64608  -0.25
2 C -0.25693 1.05889 0.96515  -0.04
3 C 0.45239 0.14762 0.05661  -0.46
4 C 0.36284 -1.40226 0.36375  -0.41
5 S -0.10073 -0.73480 -1.29276  0.16
6 H -0.70678 3.33556 1.86564  0.29
7 H 1.30789 0.42229 -0.42853  0.26
8 H 1.30359 -1.99287 0.20344  0.24
9 H -0.40500 -1.61842 0.85406  0.20

=====

Arrangement b

A 2-piece molecular cluster, C4H4S overall. Source: OMol25; level of theory: ωB97M-V with the def2-TZVPD basis set.

Computed properties:
Structure (SMILES): C=C=S.C#C
Highest occupied orbital energy, Eh: -0.3168
Kohn-Sham gap, Ha: 0.3157
Total charge: 0

Each line ends with the natural charge from an NBO analysis.
Atoms and positions in Å:
1 C 0.97334 0.87884 -1.46051  -0.61
2 C 0.27186 1.50339 -0.57557  -0.01
3 S -0.53880 1.88564 0.74034  0.12
4 H 0.85329 -0.15958 -1.36441  0.26
5 H 1.67308 1.16081 -2.17745  0.25
6 C -0.33445 -1.31401 1.52288  -0.24
7 C -1.34496 -1.34673 0.91020  -0.24
8 H 0.61284 -1.13800 2.12712  0.26
9 H -2.16619 -1.47036 0.27739  0.23

=====

Arrangement c

One molecule with the formula C4H4S. Source: OMol25; level of theory: ωB97M-V with the def2-TZVPD basis set.

Computed properties:
Structure (SMILES): C#C[C@H]1CS1
Highest occupied orbital energy, Eh: -0.3427
Kohn-Sham gap, Ha: 0.3681
Total charge: 0

Each line ends with the natural charge from an NBO analysis.
Atoms and positions in Å:
1 C 2.18000 -0.47681 -0.34086  -0.22
2 C 1.02471 -0.54041 0.02081  -0.04
3 C -0.41757 -0.52147 0.42746  -0.39
4 C -1.20542 0.73092 -0.20023  -0.53
5 S -2.08674 -0.79292 -0.30048  0.23
6 H 3.19096 -0.55052 -0.70513  0.24
7 H -0.55908 -0.53391 1.51850  0.24
8 H -1.52035 1.50720 0.64764  0.23
9 H -0.60650 1.17792 -1.06771  0.24

=====

Referenced to the most stable arrangement, the calculated values in hartree are arrangement a 0.0609; arrangement b 0.0240; arrangement c 0.0000.

=====

Arrangement a

A 2-piece molecular cluster, C2H4N4O2 overall. Source: OMol25; level of theory: ωB97M-V with the def2-TZVPD basis set.

Computed properties:
Structure (SMILES): c1c[nH]nn1.O=NO
Highest occupied orbital energy, Eh: -0.3557
Kohn-Sham gap, Ha: 0.3851
Total charge: 0

Each line ends with the natural charge from an NBO analysis.
Atoms and positions in Å:
1 C -0.57566 0.09108 0.90297  -0.15
2 C -0.78914 0.82009 -0.23653  -0.07
3 N 0.11092 0.46407 -1.15191  -0.38
4 N 0.89930 -0.56310 -0.61129  -0.06
5 N 0.47611 -0.76859 0.59527  -0.23
6 H -1.17545 -0.08587 1.83029  0.25
7 H -1.54062 1.60142 -0.29479  0.23
8 H 0.41918 0.90579 -2.05850  0.43
9 O 0.51568 -0.70213 3.41109  -0.33
10 N 1.33405 -1.25556 2.73271  0.39
11 O 2.42607 -0.42390 2.44625  -0.57
12 H 3.11498 -0.96151 1.89184  0.49

=====

Arrangement b

One molecule with the formula C2H4N4O2. Source: OMol25; level of theory: ωB97M-V with the def2-TZVPD basis set.

Computed properties:
Structure (SMILES): NC(=O)/N=N\C(N)=O
Highest occupied orbital energy, Eh: -0.3400
Kohn-Sham gap, Ha: 0.3183
Total charge: 0

Each line ends with the natural charge from an NBO analysis.
Atoms and positions in Å:
1 N -0.73262 2.39938 0.06866  -0.83
2 C -0.25983 1.19693 -0.31244  0.72
3 O 0.82028 0.89408 -0.80514  -0.59
4 N -1.26859 0.18541 -0.24989  -0.17
5 N -0.94505 -1.03267 -0.09849  -0.14
6 C 0.45564 -1.20404 0.45060  0.72
7 N 0.97796 -2.21247 -0.19239  -0.81
8 O 0.83409 -0.40688 1.34845  -0.60
9 H -0.22226 3.33939 -0.09242  0.42
10 H -1.76252 2.66306 0.39532  0.43
11 H 0.32560 -2.97178 -0.78454  0.43
12 H 1.77730 -2.85041 0.27228  0.42

=====

Arrangement c

A 2-piece molecular cluster, C2H4N4O2 overall. Source: OMol25; level of theory: ωB97M-V with the def2-TZVPD basis set.

Computed properties:
Highest occupied orbital energy (spin up / spin down), Eh: -0.3476 / -0.3287
Kohn-Sham gap (spin up / spin down), Ha: 0.2957 / 0.2849
Total charge: 0

Each line ends with the natural charge from an NBO analysis.
Atoms and positions in Å:
1 C 0.94013 0.41706 -1.31794  -0.14
2 C -0.44984 -0.00145 0.33226  0.34
3 N -0.37810 0.68526 -1.71058  -0.10
4 N -1.17606 0.50763 -0.79023  -0.12
5 N 0.81762 -0.30387 -0.08955  -0.63
6 N -1.16086 -0.76678 1.27731  0.49
7 O -2.34578 -0.79107 1.20537  -0.33
8 O -0.40514 -1.34532 2.00534  -0.41
9 H 1.70374 -0.14619 -2.05063  0.23
10 H 1.63033 1.28902 -1.20331  0.23
11 H -0.54149 1.31829 1.75092  -0.04
12 H 1.36545 -0.86259 0.59103  0.46

=====

Referenced to the most stable arrangement, the calculated values in hartree are arrangement a 0.0787; arrangement b 0.0000; arrangement c 0.2156.

=====

Arrangement a

C2H4N4O2 as an isolated structure. Source: OMol25; level of theory: ωB97M-V with the def2-TZVPD basis set.

Computed properties:
Highest occupied orbital energy, Eh: -0.3272
Kohn-Sham gap, Ha: 0.3366
Total charge: 0

Each line ends with the natural charge from an NBO analysis.
Atoms and positions in Å:
1 C 0.06405 0.09807 -0.42045  0.42
2 C -1.53506 -1.22075 0.04898  0.43
3 H 1.90261 -1.05897 0.19235  0.36
4 H 2.93177 0.09344 -0.46233  0.35
5 H -1.83875 -2.16814 0.74026  0.23
6 H 0.05950 2.09786 0.60195  0.45
7 N 2.06830 -0.06384 0.21355  -0.61
8 N 1.12157 0.71546 -0.23070  -0.30
9 N -0.26850 -1.23271 -0.26289  -0.57
10 N -1.11569 0.87125 -0.59503  0.14
11 O -2.22384 -0.05468 -0.01402  -0.36
12 O -1.16595 1.92302 0.18832  -0.52

=====

Arrangement b

A 2-piece molecular cluster, C2H4N4O2 overall. Source: OMol25; level of theory: ωB97M-V with the def2-TZVPD basis set.

Computed properties:
Highest occupied orbital energy (spin up / spin down), Eh: -0.3002 / -0.3025
Kohn-Sham gap (spin up / spin down), Ha: 0.2908 / 0.2865
Total charge: 0

Each line ends with the natural charge from an NBO analysis.
Atoms and positions in Å:
1 C -0.21515 0.68353 -0.20533  0.33
2 C -2.13576 -0.40862 -0.04740  0.98
3 N -0.62819 1.80530 -0.52638  -0.61
4 N 1.23993 -1.07220 -0.85854  -0.55
5 N 0.87611 -0.11819 -0.12257  0.03
6 N 1.17847 -0.37359 1.23850  -0.64
7 O -2.22559 -0.51093 1.10279  -0.53
8 O -2.46685 -0.37999 -1.15467  -0.53
9 H 0.03009 2.57322 -0.58254  0.35
10 H 1.06667 -1.22143 -1.85800  0.38
11 H 1.52682 -1.35768 1.30943  0.40
12 H 1.75347 0.38059 1.70470  0.39

=====

Referenced to the most stable arrangement, the calculated values in hartree are arrangement a 0.0586; arrangement b 0.0000.